The following is a quantum chemistry calculation of a cluster of 5 separate species, C45H90Br2IN6O13PS in total at a distorted geometry, from OMol25.

## Properties
- 2S+1 = 1
- LUMO level (eV) = -1.46
- energy above the lowest of the compared OMol25 structures with the same formula, charge and spin (kcal/mol) = 82.6
- total charge = 0
- calculated total energy (eV) = -251980.75537
- gap between HOMO and LUMO (eV) = 6.15

Last column: Löwdin charge in e.
Element x y z (Å)
C1 2.07981 4.40757 -2.08142  -0.174
C2 1.15017 3.29943 -2.76965  -0.722
I1 -0.94590 3.76326 -2.50389  0.843
C3 1.60700 1.87363 -2.21102  -0.166
C4 0.48880 1.04016 -1.52037  -0.264
N1 -0.37691 0.38033 -2.31913  0.114
C5 -1.31590 -0.37642 -1.63243  -0.165
C6 -2.28382 -1.16965 -2.48660  -0.185
S1 -2.07324 -1.08638 -4.29690  0.647
C7 -2.67145 0.57644 -4.86408  -0.126
O1 -2.77816 -2.12223 -5.05855  -0.395
O2 -0.65344 -1.14154 -4.71699  -0.364
C8 -3.32697 -1.95216 -1.80178  -0.247
P1 -4.60059 -2.92704 -2.77038  0.908
C9 -6.35803 -2.57973 -2.22157  -0.275
C10 -4.18175 -4.74988 -2.73705  -0.282
C11 -3.41331 -2.01416 -0.27624  -0.194
C12 -4.46803 -2.86186 0.49619  -0.201
O3 -5.72665 -2.21233 0.75163  -0.107
C13 -5.65132 -0.79497 0.72380  -0.248
O4 -6.88982 -0.33060 1.30504  -0.125
C14 -7.56808 0.57589 0.42635  -0.181
C15 -8.88728 1.02958 1.20580  -0.208
O5 -10.04596 1.07237 0.35087  -0.096
C16 -2.41918 -1.26111 0.46687  -0.436
Br1 -2.45088 -1.36017 2.43709  0.764
C17 -1.35252 -0.40002 -0.16948  -0.196
N2 -0.51384 0.28104 0.70560  0.156
C18 0.38712 0.97747 -0.02919  -0.158
C19 1.42848 1.82799 0.79275  -0.122
C20 2.77244 0.99854 1.02750  -0.280
C21 3.49218 1.52411 2.33113  -0.577
Br2 4.85117 0.17754 2.84019  0.642
H1 1.58671 4.66970 -1.09936  0.055
H2 2.07379 5.33664 -2.71565  0.076
H3 3.12966 4.03955 -1.92522  0.082
H4 1.41510 3.32501 -3.86506  0.081
H5 1.92950 1.26387 -3.10785  0.129
H6 2.52666 2.00504 -1.58997  0.089
H7 -3.37553 0.48124 -5.72518  0.067
H8 -3.16824 1.07047 -3.98399  0.059
H9 -1.75906 1.19501 -5.09903  0.065
H10 -7.08688 -2.76668 -3.05077  0.042
H11 -6.60722 -3.31141 -1.39189  0.044
H12 -6.52878 -1.55488 -1.80708  0.026
H13 -4.63316 -5.33276 -1.88959  0.035
H14 -4.54052 -5.22812 -3.69562  0.041
H15 -3.05929 -4.87963 -2.75439  0.055
H16 -4.05961 -3.31604 1.44589  0.101
H17 -4.70262 -3.75078 -0.16591  0.099
H18 -4.83452 -0.35355 1.35192  0.105
H19 -5.60081 -0.34674 -0.30665  0.122
H20 -7.91608 0.00046 -0.47295  0.128
H21 -7.00101 1.51596 0.19288  0.129
H22 -9.10604 0.32689 2.05698  0.130
H23 -8.75917 2.07023 1.63333  0.122
H24 -10.04730 1.94271 -0.08718  0.088
H25 1.66643 2.79698 0.26293  0.099
H26 0.97717 2.14513 1.77905  0.122
H27 2.48337 -0.08353 1.07739  0.107
H28 3.45369 1.18667 0.15783  0.100
H29 2.69620 1.66257 3.11386  0.063
H30 3.99744 2.49148 2.05976  0.079
C22 4.17942 -0.94179 7.04228  -0.109
O6 5.59428 -0.88075 6.99771  -0.191
C23 6.09924 0.25128 6.29106  -0.235
C24 6.70983 1.27090 7.24608  -0.205
N3 5.68271 1.93222 8.04903  -0.051
C25 6.20180 2.69713 9.18476  -0.194
C26 7.00519 1.94635 10.25446  -0.223
O7 6.23844 1.04044 11.03495  -0.179
C27 6.00936 -0.22150 10.43071  -0.098
H31 3.89788 -1.93648 7.39033  0.091
H32 3.77330 -0.21154 7.74893  0.071
H33 3.74066 -0.78310 6.05279  0.077
H34 5.34052 0.70527 5.64938  0.058
H35 6.89491 -0.12408 5.64088  0.116
H36 7.25428 2.02405 6.66780  0.122
H37 7.42990 0.73718 7.87624  0.100
H38 5.04539 1.23287 8.40901  0.063
H39 5.33480 3.14757 9.67616  0.118
H40 6.80897 3.52354 8.79972  0.116
H41 7.37466 2.69676 10.95963  0.120
H42 7.89622 1.45374 9.85002  0.110
H43 6.85072 -0.54814 9.81569  0.089
H44 5.08689 -0.19856 9.84597  0.069
H45 5.86343 -0.95351 11.22720  0.089
C28 5.35619 -5.46963 -3.14473  -0.116
O8 4.97314 -4.56338 -4.16387  -0.195
C29 3.75423 -4.91375 -4.81995  -0.208
C30 2.62332 -3.97061 -4.42493  -0.204
N4 2.21241 -4.17686 -3.03804  -0.047
C31 1.35163 -3.11944 -2.50340  -0.183
C32 1.90256 -1.68944 -2.46412  -0.217
O9 2.96110 -1.49036 -1.52921  -0.191
C33 4.24347 -1.88845 -1.98433  -0.090
H46 6.38931 -5.24978 -2.87202  0.089
H47 4.73900 -5.34408 -2.25034  0.072
H48 5.30137 -6.50622 -3.48923  0.087
H49 3.48473 -5.96075 -4.64979  0.120
H50 3.93786 -4.79282 -5.89144  0.120
H51 1.76615 -4.14218 -5.08243  0.127
H52 2.98073 -2.94794 -4.58893  0.102
H53 3.03750 -4.23371 -2.45424  0.062
H54 1.10737 -3.40913 -1.47624  0.121
H55 0.41053 -3.12027 -3.06291  0.106
H56 1.09061 -1.04511 -2.12084  0.072
H57 2.18189 -1.31416 -3.45468  0.116
H58 4.37382 -1.72610 -3.05660  0.091
H59 4.42892 -2.93290 -1.72461  0.071
H60 4.98893 -1.29129 -1.45434  0.087
C34 -5.77430 -2.72738 -12.10794  -0.116
O10 -4.73370 -3.38520 -11.40746  -0.194
C35 -3.80049 -2.49724 -10.79239  -0.209
C36 -3.96373 -2.48717 -9.27639  -0.207
N5 -5.20880 -1.83572 -8.87477  -0.051
C37 -5.57506 -2.05164 -7.47296  -0.191
C38 -5.80078 -3.49152 -6.99808  -0.217
O11 -6.95895 -4.11402 -7.54151  -0.181
C39 -6.79205 -4.65078 -8.84248  -0.100
H61 -6.28670 -3.46990 -12.72117  0.089
H62 -6.50693 -2.29855 -11.41807  0.072
H63 -5.38286 -1.94524 -12.76477  0.087
H64 -3.85951 -1.48783 -11.21146  0.119
H65 -2.80623 -2.89026 -11.02365  0.120
H66 -3.11942 -1.95535 -8.82778  0.124
H67 -3.92989 -3.52877 -8.93896  0.102
H68 -5.96404 -2.18291 -9.45250  0.061
H69 -6.50463 -1.49847 -7.30784  0.119
H70 -4.81428 -1.58579 -6.83808  0.095
H71 -5.97395 -3.44507 -5.91859  0.105
H72 -4.91852 -4.12665 -7.13077  0.112
H73 -5.78646 -5.04494 -9.00489  0.089
H74 -7.04103 -3.89989 -9.59594  0.068
H75 -7.50396 -5.46992 -8.96179  0.088
C40 4.44538 5.53471 4.83133  -0.111
O12 3.20774 4.84540 4.80022  -0.201
C41 3.09672 3.81667 5.78517  -0.207
C42 2.13048 4.21796 6.89434  -0.206
N6 2.68236 5.28326 7.72795  -0.049
C43 1.70730 5.92121 8.61457  -0.196
C44 0.49441 6.61197 7.97766  -0.223
O13 0.80739 7.78846 7.24536  -0.179
C45 1.27516 7.56317 5.92645  -0.099
H76 4.52323 6.12496 3.91703  0.089
H77 4.49429 6.22281 5.68000  0.073
H78 5.28963 4.84018 4.86934  0.087
H79 4.07279 3.52465 6.18591  0.106
H80 2.67985 2.94502 5.27069  0.107
H81 1.91982 3.34508 7.51984  0.122
H82 1.19556 4.52916 6.41434  0.099
H83 3.07611 5.99904 7.13029  0.062
H84 2.25596 6.67533 9.18586  0.119
H85 1.35325 5.17673 9.33581  0.116
H86 -0.14996 6.94294 8.79749  0.120
H87 -0.11623 5.93007 7.37583  0.109
H88 0.80697 6.69297 5.46107  0.088
H89 2.36333 7.46700 5.92271  0.068
H90 1.03113 8.44347 5.32877  0.089

Cartesian forces (eV/Å) of the 3 atoms listed first:
C -1.5 0.2 -0.1
C 2.4 0.1 0.1
I 0.6 0.1 -0.2